Record 1
Computed, not measured: a cluster of 2 separate species, C4H13N2O in total at a distorted geometry, with wB97M-V/def2-TZVPD.

```
20
Properties=species:S:1:pos:R:3:forces:R:3
C -2.41915 2.12983 0.51971 0.30 2.55 2.62
C -1.36843 1.16645 0.05664 -1.85 0.87 -1.12
O -1.23400 0.01778 0.44654 0.55 0.36 0.10
N -0.73542 1.67776 -1.05226 1.40 -2.12 -0.89
H -2.97801 1.83633 1.41563 -0.20 -0.75 -0.71
H -3.04844 2.52567 -0.28171 -0.05 -0.59 0.04
H -0.36449 0.94460 -1.67652 -0.23 0.81 0.53
H -1.11587 2.40315 -1.62589 -0.39 0.62 0.40
H -2.00972 3.11278 0.98706 0.15 -1.50 -1.12
C 1.81624 -1.84042 -0.07383 -0.07 -0.92 1.07
C 1.79745 -1.08257 1.34381 -0.47 -1.89 -1.77
N 0.63852 -1.42724 -0.92405 0.50 -0.47 -2.61
H 2.83495 -1.73361 -0.47857 -0.78 0.79 -0.68
H 1.73404 -2.93093 -0.10534 -0.23 0.05 1.00
H 2.33081 -0.16740 1.12191 0.26 0.16 0.75
H 2.30752 -1.83923 1.95998 0.18 0.97 0.23
H -0.22483 -1.56492 -0.37941 0.11 0.63 -0.01
H 0.75777 -0.43135 -1.13156 -0.48 -0.23 0.24
H 0.48087 -1.92106 -1.89890 0.82 0.89 2.43
H 0.80020 -0.87560 1.77677 0.48 -0.23 -0.50
```
Forces are in eV/Å.

Properties
- Frontier orbital gap: 10.764 eV
- HOMO level: -0.5228 Ha
- Total charge: +1
- Energy above the lowest of the compared OMol25 structures with the same formula, charge and spin: 1.763 eV
- M: 105.16 g/mol

---

Record 2
Computed, not measured: an isolated molecule of C17H15ClN2O2 at a distorted geometry, with wB97M-V/def2-TZVPD.

```
37
Properties=species:S:1:pos:R:3:forces:R:3
Cl 6.65324 2.38873 -0.08405 0.16 0.14 -0.02
C 5.37525 1.23717 0.05945 -0.24 -0.18 0.01
C 5.60745 0.03762 0.71889 0.05 0.09 -0.03
C 4.58534 -0.88295 0.83234 -0.21 0.09 -0.11
C 3.33199 -0.60766 0.28762 0.51 0.36 -0.01
C 3.11309 0.60005 -0.37132 0.01 -0.25 0.13
C 4.13267 1.52423 -0.48659 0.18 0.05 0.03
H 3.97091 2.46185 -0.99488 0.01 0.08 -0.03
H 2.13863 0.80077 -0.78796 -0.07 0.04 -0.04
C 2.25698 -1.57143 0.40188 -0.68 -0.97 0.26
N 2.35796 -2.72518 1.01087 1.12 0.53 0.13
O 1.13655 -3.30592 0.87859 -0.84 -0.08 -0.24
C 0.36743 -2.44910 0.19118 0.45 0.29 0.01
N 1.00944 -1.36826 -0.12695 -0.35 -0.05 -0.14
C -1.03537 -2.81952 -0.10565 -0.13 -0.14 -0.05
C -1.54775 -2.20258 -1.40853 -0.07 0.34 0.29
C -1.78623 -0.70268 -1.26139 0.25 -0.03 -0.37
O -2.82895 -0.52761 -0.32181 -0.16 -0.05 0.14
C -3.20132 0.73711 0.01912 -0.14 0.13 0.14
C -4.23808 0.83275 0.94889 0.10 -0.14 -0.10
C -4.69477 2.06706 1.36028 0.01 -0.06 -0.01
C -4.12757 3.22677 0.85460 0.02 0.19 -0.01
C -3.10044 3.13431 -0.06514 -0.10 0.09 0.08
C -2.63299 1.90010 -0.48749 0.17 -0.30 -0.16
H -1.83072 1.85804 -1.20715 0.07 -0.04 -0.06
H -2.65135 4.03138 -0.46588 0.04 0.06 -0.03
H -4.48543 4.19295 1.17607 -0.02 0.08 0.02
H -5.49844 2.12611 2.07925 -0.06 -0.01 0.06
H -4.66942 -0.07924 1.33137 -0.05 -0.11 0.04
H -2.07657 -0.27548 -2.23106 0.02 0.00 0.11
H -0.86559 -0.22085 -0.91297 -0.21 0.03 -0.10
H -2.49154 -2.68107 -1.67268 0.03 -0.02 -0.07
H -0.83036 -2.36852 -2.21230 -0.03 -0.01 -0.05
H -1.09411 -3.90884 -0.13808 -0.04 0.05 0.05
H -1.67001 -2.47132 0.71470 0.03 -0.12 0.02
H 4.73948 -1.82184 1.33994 0.07 -0.08 0.06
H 6.58060 -0.16697 1.13682 0.08 0.01 0.03
```
Forces are in eV/Å.

Properties
- Frontier orbital gap: 9.002 eV
- HOMO level: -0.3162 Ha
- Total charge: 0
- Energy above the lowest of the compared OMol25 structures with the same formula, charge and spin: 1.537 eV
- M: 314.77 g/mol

---

Record 3
Computed, not measured: a structure of composition C25H23B2BrCuF6N5O2S at a distorted geometry, with wB97M-V/def2-TZVPD.

```
66
Properties=species:S:1:pos:R:3:forces:R:3
Cu -0.34143 0.41738 -0.69448 0.10 -0.18 -0.10
Br -4.97213 -5.10728 -4.98987 0.03 0.00 0.01
C -3.19077 -5.44624 -4.40642 -0.04 0.02 -0.01
C -2.87520 -5.32605 -3.06220 -0.06 0.01 -0.04
C -1.58286 -5.56799 -2.63829 0.11 -0.05 -0.09
C -0.57595 -5.94897 -3.55182 -0.37 -0.04 0.26
C -0.94043 -6.07825 -4.90529 0.07 0.12 0.06
C -2.22637 -5.81502 -5.33304 -0.09 0.02 0.02
N 0.70383 -6.32072 -3.20169 0.28 -0.02 -0.67
N 1.25665 -5.95207 -2.08245 0.11 -0.27 0.69
C 1.01221 -4.80692 -1.40721 0.02 0.07 -0.34
C 1.18062 -4.81152 -0.01177 0.00 -0.05 -0.05
C 0.91398 -3.68956 0.74994 -0.16 0.24 -0.07
C 0.49695 -2.50916 0.16204 0.13 -0.13 0.10
O 0.13617 -1.39302 0.92592 -0.55 -0.48 -0.03
C 0.39955 -2.39920 -1.23518 0.07 -0.06 -0.10
N 0.05531 -1.20288 -1.79913 -0.13 0.29 0.16
C 0.06228 -1.08150 -3.11771 -0.03 -0.01 0.07
C 0.45768 -2.11138 -3.96518 0.08 -0.19 -0.05
C 0.77727 -3.33813 -3.42367 -0.04 0.26 -0.09
C 0.70993 -3.53484 -2.04064 -0.05 0.07 0.29
H -3.63908 -5.03975 -2.35108 0.00 -0.01 0.00
H -1.34424 -5.48944 -1.58644 -0.03 0.01 -0.01
H -0.17669 -6.36866 -5.61589 0.01 -0.06 0.03
H -2.49077 -5.89258 -6.37934 0.03 -0.03 -0.01
H 1.44589 -5.74457 0.46630 0.07 0.00 -0.04
H 1.00653 -3.73933 1.82766 -0.02 0.00 0.04
H -0.24997 -0.12464 -3.51431 0.03 0.04 0.02
H 0.50064 -1.94204 -5.03138 -0.03 0.01 0.00
H 1.09442 -4.14867 -4.06470 -0.02 -0.02 0.05
F 1.96741 -1.31284 2.42596 -0.18 -0.23 -0.02
B 0.76041 -0.91914 1.99938 0.83 0.70 0.13
F 0.21023 0.07669 2.70063 -0.16 -0.17 -0.05
F -1.49525 2.27246 -4.53174 0.06 0.03 0.15
B -1.02113 2.52680 -3.25002 -0.07 -0.12 -0.10
F -1.56977 1.56413 -2.33511 -0.08 0.18 -0.26
F -1.37506 3.81299 -2.81185 0.01 0.01 -0.04
F 0.38723 2.38366 -3.20549 0.00 0.01 0.03
C 4.27369 1.61184 0.09873 -0.11 -0.09 0.02
C 4.45987 0.09976 -0.03387 -0.13 0.08 0.02
C 3.05719 -0.36681 -0.42508 0.16 -0.16 -0.15
O 2.14017 0.63061 0.05593 0.09 0.03 0.19
C 2.87163 1.68230 0.68758 0.17 -0.04 0.07
H 4.28748 2.08640 -0.88419 0.02 0.02 0.01
H 5.01843 2.08469 0.73762 0.01 0.03 -0.02
H 4.74328 -0.32688 0.93012 0.03 -0.01 -0.01
H 5.20644 -0.18121 -0.77444 0.01 -0.02 0.01
H 2.80583 -1.33334 0.01536 0.01 0.06 -0.05
H 2.94181 -0.44118 -1.50937 -0.04 0.03 0.01
H 2.89863 1.51417 1.77196 -0.02 0.01 -0.02
H 2.36633 2.62504 0.49395 -0.09 0.04 -0.02
N -1.59938 7.00291 0.78300 -0.08 -0.32 -0.18
C -1.93087 5.96727 1.58027 -0.36 0.73 0.51
S -2.73514 6.24518 3.00069 0.13 -0.12 -0.13
C -1.50925 4.62494 1.14245 0.38 -0.70 -0.43
C -0.59783 4.44162 0.10234 -0.16 0.28 0.32
C -0.21596 3.16652 -0.25777 0.16 -0.08 -0.03
N -0.66908 2.07077 0.35554 -0.27 0.14 -0.26
C -1.57043 2.23517 1.32943 0.12 -0.11 0.11
C -2.00551 3.47307 1.75193 -0.09 0.24 0.02
H -1.97381 7.90074 1.03776 0.02 0.03 0.01
H -1.36400 6.84696 -0.18358 0.02 0.02 0.00
H -0.16994 5.27379 -0.43772 0.05 -0.06 -0.04
H 0.45476 3.01137 -1.09301 0.03 0.01 0.06
H -1.93601 1.33097 1.79622 -0.02 0.01 0.00
H -2.73573 3.56076 2.54227 0.01 -0.03 0.04
```
Forces are in eV/Å.

Properties
- Spin multiplicity: 2
- Frontier orbital gap (alpha / beta): 4.129 / 5.399 eV
- HOMO level (alpha / beta): -0.1163 / -0.1630 Ha
- Total charge: -1
- Energy above the lowest of the compared OMol25 structures with the same formula, charge and spin: 1.224 eV
- Expectation value of S²: 0.787
- M: 736.62 g/mol

---

Record 4
Computed, not measured: a structure of composition C20H21BrCl3CoN6O2, with wB97M-V/def2-TZVPD.

```
54
Properties=species:S:1:pos:R:3:forces:R:3
Co -0.93363 0.36486 0.24689 0.20 0.08 0.21
Br 1.84745 3.86863 -5.62036 -0.04 -0.03 0.02
C 0.96822 2.72478 -4.50990 0.12 0.17 -0.12
C 0.81076 3.06723 -3.14115 -0.02 -0.08 -0.10
C 0.17326 2.19169 -2.31963 -0.13 -0.08 0.05
C -0.33530 0.96119 -2.82616 0.03 0.11 -0.08
C -0.18993 0.64297 -4.20694 0.01 -0.06 0.13
C 0.45433 1.50586 -5.03597 -0.01 0.04 0.07
N -0.95345 0.14055 -1.89817 -0.19 -0.14 -0.03
C -1.75627 -0.81892 -2.24590 0.04 0.12 0.01
C -2.44763 -1.59476 -1.23333 -0.01 -0.06 0.04
C -3.28966 -2.63573 -1.58011 0.02 0.04 -0.07
C -3.95411 -3.31994 -0.56262 0.00 0.01 0.05
C -3.75676 -2.92125 0.74296 -0.02 -0.03 -0.05
C -2.89337 -1.85136 1.01278 -0.05 -0.01 0.08
N -2.25081 -1.21513 0.05145 -0.01 -0.03 -0.17
H 1.18469 4.01186 -2.77069 0.01 0.00 -0.04
H -0.00447 2.44549 -1.27978 0.01 -0.03 -0.01
H -0.55870 -0.28705 -4.61570 0.00 -0.03 0.06
H 0.58112 1.27439 -6.08460 0.04 0.05 0.00
H -1.98638 -1.04551 -3.28423 0.02 0.02 -0.03
H -3.42779 -2.90235 -2.62055 -0.01 -0.01 0.03
H -4.61928 -4.13949 -0.79820 0.01 0.00 0.01
H -4.26359 -3.41600 1.56000 0.01 0.02 0.00
H -2.73225 -1.48998 2.02154 0.01 0.00 -0.01
C 1.11917 0.28678 2.43319 0.08 -0.02 -0.01
N 0.90680 -0.23226 1.02488 -0.12 0.13 0.11
C 1.02242 -1.72935 1.09185 -0.03 -0.03 -0.01
N 2.28868 -2.15217 1.62934 0.06 0.09 0.02
C 2.44350 -1.59579 2.98328 -0.01 -0.01 -0.01
N 2.39147 -0.13225 2.96289 0.03 -0.04 -0.09
C 3.46621 0.36469 2.10217 -0.02 0.00 0.00
N 3.33241 -0.15447 0.73111 -0.01 -0.06 0.08
C 2.06080 0.26077 0.20162 -0.02 0.04 -0.06
C 3.36680 -1.62195 0.78684 -0.02 0.01 0.01
H 0.30867 -0.08440 3.05592 -0.03 -0.02 0.00
H 1.06551 1.37664 2.40067 0.00 0.01 -0.02
H 0.90357 -2.12637 0.07856 -0.01 0.01 0.00
H 0.21081 -2.10037 1.72151 0.00 0.01 0.00
H 3.40229 -1.91612 3.38716 0.01 0.00 0.01
H 1.64950 -1.97849 3.62530 -0.01 0.00 0.00
H 4.42654 0.04888 2.50588 0.01 0.00 0.00
H 3.43863 1.45479 2.08027 0.00 0.01 -0.01
H 1.94416 -0.13328 -0.81382 -0.01 0.01 0.00
H 2.01364 1.35337 0.17688 -0.01 -0.01 0.00
H 4.32463 -1.93895 1.19532 0.01 0.00 0.00
H 3.26952 -2.02525 -0.22290 -0.01 0.00 -0.01
Cl -2.74955 2.65968 4.23794 0.00 -0.02 0.00
C -2.36097 3.18141 2.61162 0.01 0.01 0.02
Cl -3.81554 3.76072 1.78890 -0.04 0.02 -0.03
Cl -1.12619 4.44685 2.65927 0.03 0.02 0.00
C -1.80981 2.02224 1.76828 0.04 -0.11 0.05
O -1.77346 0.85761 2.20302 -0.03 0.11 -0.07
O -1.38668 2.28502 0.59141 0.08 -0.21 -0.04
```
Forces are in eV/Å.

Properties
- Spin multiplicity: 5
- Frontier orbital gap (alpha / beta): 5.833 / 3.392 eV
- HOMO level (alpha / beta): -0.5112 / -0.5108 Ha
- Total charge: +2
- Expectation value of S²: 6.036
- M: 622.62 g/mol

---

Record 5
Computed, not measured: a cluster of 11 separate species, C6H32NO11 in total at a distorted geometry, with wB97M-V/def2-TZVPD.

```
50
Properties=species:S:1:pos:R:3:forces:R:3
C 1.11897 -2.03339 2.49261 0.39 1.19 -1.24
O 0.68732 -2.36376 1.10678 0.40 1.28 -0.44
C 0.20952 -0.92595 3.11222 -2.10 -1.92 -0.43
C 0.53363 0.56695 2.99990 0.00 0.34 -0.86
C 1.55804 0.84301 1.93101 -0.78 0.38 0.15
N 0.99606 2.10590 -1.65817 -0.53 -1.24 -1.43
C 1.67777 1.46436 -0.54590 1.75 -0.58 0.61
C 1.09953 1.28006 0.72108 -0.99 0.98 -2.24
H 2.11807 -1.57695 2.35197 -0.19 -0.66 0.56
H 1.13103 -3.06590 2.89966 0.00 1.06 0.45
H -0.66675 -1.06138 2.42892 0.20 0.09 0.74
H -0.18653 -1.22815 4.10935 0.46 0.14 -0.46
H -0.40910 1.10096 2.70914 0.66 -0.58 0.09
H 0.74456 1.02179 3.94821 0.59 -0.04 0.84
H 2.60824 0.66546 2.07788 0.36 -0.16 0.17
H 0.68891 -1.58151 0.47151 -0.12 -0.73 1.55
H 0.77429 1.36848 -2.39523 0.46 1.45 0.90
H 1.62054 2.78380 -2.11251 -0.49 -0.30 0.16
H 2.78227 1.37204 -0.68691 -0.77 -0.07 0.18
H 0.02793 1.62020 0.61803 0.64 -0.62 0.69
H 3.05899 -2.36978 -1.73951 -0.61 1.05 -0.75
H 2.55876 -1.02706 -2.40104 0.17 0.43 0.59
O 2.73392 -1.94731 -2.59065 0.46 -1.08 0.13
H -0.71508 -3.20159 0.83282 -0.38 -0.37 -0.42
H -1.95048 -3.27195 -0.09322 0.09 0.11 0.02
O -1.39348 -3.81596 0.47033 -0.13 -0.17 0.21
H -2.98134 2.28243 0.46694 0.11 0.46 0.31
H -3.54490 1.01408 0.87969 -0.45 0.03 0.39
O -3.49167 1.93198 1.21321 0.35 -0.16 -0.50
H 1.25345 4.11104 1.44875 -0.04 -0.36 -0.23
H 0.97678 3.59804 0.01814 0.20 -0.49 0.18
O 0.95964 4.38224 0.57288 -0.17 0.93 0.05
H -2.70738 0.95689 -2.46951 0.15 0.11 -0.01
H -3.15323 2.33752 -1.96516 0.33 -0.31 0.11
O -3.48606 1.50023 -2.32419 -0.66 -0.16 -0.48
H -0.62870 -1.73187 -1.98052 0.65 0.65 -0.59
H -0.92685 -0.42421 -1.01639 0.76 -0.35 -0.65
O -1.16480 -1.31957 -1.29602 -1.25 0.18 1.34
H 2.22820 -2.67735 0.36238 1.05 0.08 -0.43
H 3.33012 -1.69464 0.64964 0.33 0.45 -0.04
O 3.15475 -2.42456 0.05509 -1.02 -0.78 0.40
H -0.79587 2.57550 -1.40101 0.53 0.38 0.29
H -1.49940 3.86250 -0.83225 0.38 -0.02 0.09
O -1.63368 2.93306 -1.03502 -0.71 0.11 -0.05
H -2.82960 -0.73710 -0.27708 -0.11 -0.19 -0.67
H -4.07691 -0.07159 -1.00504 0.44 0.26 -0.43
O -3.72004 -0.38946 -0.17546 -0.41 -0.53 1.10
H 1.18059 -2.07786 -3.33898 -0.87 -0.04 -0.12
H -0.06966 -2.73181 -4.01664 -0.07 -0.32 -0.20
O 0.21964 -1.92787 -3.59171 0.93 0.09 0.34
```
Forces are in eV/Å.

Properties
- Frontier orbital gap: 5.448 eV
- HOMO level: -0.1001 Ha
- Total charge: -1
- Energy above the lowest of the compared OMol25 structures with the same formula, charge and spin: 2.238 eV
- M: 294.32 g/mol

---

Record 6
Computed, not measured: a structure of composition C13H18AuCl3N5, with wB97M-V/def2-TZVPD.

```
40
Properties=species:S:1:pos:R:3:forces:R:3
Au -0.08075 0.60700 0.49975 0.15 -0.17 -0.28
C 2.49106 -0.48277 -0.89426 0.12 0.00 -0.06
C 1.87970 -1.40039 0.16309 -0.11 -0.01 0.09
N 1.26587 -0.70161 1.37834 -0.07 -0.07 -0.02
C 0.47317 -1.69772 2.18867 0.02 0.00 -0.12
C -0.83524 -1.95842 1.48565 -0.01 -0.05 0.02
C -1.66343 -3.04684 1.65821 0.04 0.00 -0.01
C -2.88201 -3.07233 0.98400 -0.03 -0.04 0.01
C -3.27023 -2.02109 0.15674 0.01 0.02 -0.04
C -2.41759 -0.94830 0.00696 -0.05 -0.03 -0.01
C -2.68666 0.31959 -0.76391 0.10 -0.05 -0.04
N -1.36737 0.97916 -1.08267 -0.03 -0.09 0.02
C -0.68757 0.23739 -2.23571 -0.09 -0.02 0.11
C 0.76805 0.61527 -2.50483 0.06 0.03 -0.12
N 1.63205 0.63589 -1.31387 -0.16 0.06 0.21
N -1.23560 -0.97380 0.65570 -0.04 0.21 0.19
H 2.78399 -1.12295 -1.73192 -0.01 -0.01 -0.01
H 3.41593 -0.05183 -0.50880 0.00 0.00 0.01
H 2.63140 -2.09358 0.54593 0.05 0.02 -0.04
H 1.07282 -1.99793 -0.26421 0.01 -0.02 0.01
H 1.99236 -0.28217 1.95956 0.00 -0.01 0.00
H 0.28903 -1.27934 3.17968 -0.02 0.04 -0.01
H 1.05877 -2.61063 2.30870 -0.01 0.00 0.03
H -1.37271 -3.85790 2.31313 0.00 0.00 0.00
H -3.54254 -3.92127 1.11092 0.00 0.00 0.00
H -4.22514 -2.03699 -0.35234 0.00 0.00 0.00
H -3.28660 1.00386 -0.16148 0.02 0.01 0.03
H -3.22457 0.12392 -1.69294 -0.02 0.01 0.01
H -1.51911 1.95939 -1.32278 -0.01 0.00 -0.01
H -1.29689 0.41293 -3.12456 0.05 0.02 -0.04
H -0.77171 -0.82172 -1.98689 -0.01 0.00 -0.02
H 0.80780 1.61053 -2.94924 -0.01 0.00 0.00
H 1.13210 -0.07225 -3.27431 0.00 -0.02 0.01
H 2.18768 1.47866 -1.33361 0.05 -0.01 -0.07
Cl 0.68333 6.01229 0.97939 0.00 0.00 0.00
C 1.92831 4.80057 1.22415 0.00 0.01 0.00
Cl 3.22179 4.92622 0.03283 0.00 0.00 0.00
Cl 2.54093 4.78896 2.86779 0.00 0.00 0.00
C 1.29317 3.48174 0.99418 -0.01 0.00 0.03
N 0.81642 2.45844 0.80498 0.00 0.16 0.09
```
Forces are in eV/Å.

Properties
- Frontier orbital gap: 6.979 eV
- HOMO level: -0.7099 Ha
- Total charge: +3
- Energy above the lowest of the compared OMol25 structures with the same formula, charge and spin: 0.265 eV
- M: 547.65 g/mol

---

It is found that the calculated total energy values, taken in the order of the records, are -9379.821 -37469.489 -181031.795 -179338.026 -30753.976 -62453.063 eV.